Entry 1:
Entry from the OMol25 dataset: a structure of composition C14H16FeNO3 (wB97M-V/def2-TZVPD).

The lowest unoccupied orbital energy (spin up / spin down) is -3.159 / -7.077 eV. As for the expectation value of S²: 6.06. The charge is +1. Its spin multiplicity is 5. Its frontier orbital gap (spin up / spin down) is 7.236 / 4.597 eV.

Cartesian coordinates (Å):
C -2.97973 0.18869 -0.24632
C -2.25157 0.79332 0.90765
N -1.14095 0.37455 1.38409
C -0.62116 1.42594 2.40621
C -1.76832 2.43261 2.58290
C -2.86710 2.02182 1.60573
H -3.64167 0.93931 -0.70387
H -2.25846 -0.16430 -1.00816
H -3.60010 -0.67505 0.05607
H -0.28030 0.98040 3.35891
H 0.26773 1.90176 1.95514
H -2.11447 2.38919 3.61742
H -1.39870 3.44059 2.39251
H -3.14859 2.78918 0.87551
H -3.79121 1.74923 2.13601
O 1.81797 1.96456 -1.52925
C 2.35782 1.14816 -2.18942
Fe 2.81710 -0.58698 -2.36048
C 1.87337 -0.48273 -3.80368
O 1.02159 -0.40671 -4.60484
C 4.34213 -0.50030 -3.21833
O 5.09065 -0.01723 -3.96510
C -0.13822 -1.32955 0.88782
C 1.25895 -0.70351 0.89521
C 2.25896 -1.17342 -0.14278
C 1.95473 -2.26280 -1.04679
C 0.54935 -2.73046 -1.08344
C -0.43811 -2.11550 -0.22940
H -0.80058 -1.38976 1.81009
H 1.09467 0.38575 0.79888
H 1.72114 -0.81278 1.87867
H 3.32013 -0.85962 0.05574
H 2.78599 -2.96750 -1.25439
H 0.23062 -3.46791 -1.85725
H -1.52367 -2.27899 -0.36106

---

Entry 2:
Entry from the OMol25 dataset: a structure of composition C4H9N3 (wB97M-V/def2-TZVPD).

The lowest unoccupied orbital energy is 0.842 eV. Its spin multiplicity is 1. Its frontier orbital gap is 8.544 eV.

Cartesian coordinates (Å):
C -0.02747 -0.32546 -0.52558
C -0.64288 0.17956 0.68542
C 0.70794 0.19035 1.29924
C -0.20589 -1.74691 -0.96781
N 0.36479 0.55079 -1.48958
N -1.36635 1.62454 0.66120
N -0.77447 2.45273 1.30955
H -1.34432 -0.51940 1.13379
H 0.40878 1.53177 -1.25581
H 1.00218 0.24384 -2.20797
H 0.16216 1.98918 1.69167
H 0.92505 -0.54850 2.06015
H 1.56697 0.69546 0.87651
H -1.07867 -1.82005 -1.62404
H -0.35885 -2.40163 -0.11355
H 0.66102 -2.09626 -1.53321

---

Entry 3:
Entry from the OMol25 dataset: the molecule C18H19FN2O3S (wB97M-V/def2-TZVPD).

The lowest unoccupied orbital energy is 0.121 eV. As for the structure (SMILES): CC(=O)C[C@H]1c2cc(F)ccc2S(=O)(=O)N1c1ccc(N(C)C)cc1. Its spin multiplicity is 1. Its frontier orbital gap is 7.557 eV.

Cartesian coordinates (Å):
C -1.37309 -1.57677 3.93326
C -0.20866 -1.41600 2.93443
O 0.94940 -1.28078 3.35092
C -0.57731 -0.94783 1.58785
C 0.27858 -1.60293 0.48065
C 0.05467 -3.11590 0.28578
C 0.01343 -4.06242 1.33089
C 0.03566 -5.40074 0.98906
F 0.19050 -6.29855 2.03867
C -0.10310 -5.78240 -0.33043
C -0.21980 -4.80856 -1.35112
C -0.14479 -3.44244 -1.01041
S -0.39771 -2.10246 -2.15887
O -1.82196 -2.17930 -2.55730
O 0.59689 -1.97813 -3.29631
N 0.03596 -0.91701 -0.83694
C 0.31814 0.44110 -1.13403
C -0.51454 1.25203 -2.00862
C -0.32386 2.65202 -1.99734
C 0.56649 3.35423 -1.17350
N 0.43972 4.77122 -1.04109
C 0.44441 5.57134 -2.22412
C 0.50385 5.59316 0.23257
C 1.34304 2.51559 -0.32180
C 1.25397 1.19422 -0.31232
H -1.94048 -2.58179 3.79830
H -2.06356 -0.80834 3.68255
H -0.99355 -1.46761 4.98530
H -1.57244 -1.12040 1.24914
H -0.51098 0.14668 1.37796
H 1.34539 -1.29118 0.70962
H 0.24203 -3.80421 2.35682
H 0.00717 -6.90111 -0.61630
H -0.32010 -5.02072 -2.47216
H -1.36092 0.80558 -2.53704
H -0.93425 3.21657 -2.70061
H 0.47536 6.64506 -2.01849
H 1.38036 5.34966 -2.77603
H -0.33487 5.36122 -2.93677
H 0.40451 4.98735 1.07234
H 1.40176 6.08302 0.25627
H -0.37097 6.17434 0.31417
H 1.98254 3.06218 0.37744
H 1.82312 0.73099 0.46764

---

Entry 4:
Entry from the OMol25 dataset: a cluster of 3 separate species, C5H15NO2 in total (wB97M-V/def2-TZVPD).

The lowest unoccupied orbital energy is 0.636 eV. As for the structure (SMILES): C=C(N)CCC.O.O. Its spin multiplicity is 1. Its frontier orbital gap is 9.089 eV.

Cartesian coordinates (Å):
C -0.93678 0.91339 -2.96220
C -0.67528 0.84270 -1.66560
N 0.34129 1.64090 -1.12585
C -1.46536 -0.04145 -0.74356
C -0.68504 -0.69061 0.38353
C -0.66558 0.11835 1.68141
H -1.65751 0.26991 -3.44613
H -0.44522 1.58970 -3.65128
H 0.35122 1.88750 -0.15208
H 0.66765 2.34510 -1.76768
H -1.90581 -0.79790 -1.39912
H -2.38131 0.47407 -0.42497
H 0.32672 -0.85865 0.01571
H -1.03498 -1.66035 0.62988
H -1.58137 0.06615 2.27455
H -0.47721 1.17442 1.48301
H 0.13955 -0.23766 2.33353
O 2.65213 -0.24055 0.51686
H 3.03630 0.35790 1.16606
H 2.04644 0.30458 -0.01214
O 1.59866 -2.78565 2.53567
H 0.73022 -2.36483 2.52613
H 2.02128 -2.30701 1.80430

---

Computed E_tot (eV) in order:
-56783.4032; -8760.5834; -41645.8770; -11012.9356
Computed energy relative to the best compared isomer or geometry (same formula, charge and spin) (eV) in order:
1.351; 3.942; 4.486; 1.011